[1]
DFT (ωB97M-V with the def2-TZVPD basis set) results for a molecular structure, F2H14NNaO11S2 in a non-equilibrium geometry.

The value obtained for the HOMO energy is -10.04 eV. The LUMO energy is -0.97 eV. As for the strongest force on any atom: 0.1068 Eh/bohr. The value obtained for the energy above the lowest of the compared OMol25 structures with the same formula, charge and spin is 26.9 kcal per mole.

Positions of all 31 atoms, in Å:
1 Na -0.356 -0.367 -0.386
2 N 0.901 -0.176 1.628
3 S 2.422 -0.164 1.924
4 O 2.807 -0.429 3.277
5 O 3.235 0.727 1.137
6 F 2.655 -1.614 1.149
7 S 0.332 0.937 2.778
8 O 1.040 2.175 2.828
9 O -0.222 0.429 4.002
10 F -1.007 1.211 1.936
11 O 1.693 -1.502 -1.840
12 H 2.384 -1.875 -1.277
13 H 2.166 -1.016 -2.525
14 O -1.218 -0.965 -2.582
15 H -0.889 -0.670 -3.440
16 H -1.607 -1.832 -2.754
17 O -0.558 2.148 -0.904
18 H -0.531 2.411 -1.830
19 H -0.880 2.927 -0.435
20 O -0.446 -2.584 2.233
21 H 0.113 -3.353 2.080
22 H 0.147 -1.823 2.120
23 O -3.065 1.067 -1.891
24 H -3.161 0.268 -1.365
25 H -2.464 0.819 -2.590
26 O 2.437 1.702 -1.532
27 H 1.544 1.827 -1.179
28 H 2.528 2.377 -2.214
29 O -2.949 -0.867 0.467
30 H -3.407 -0.476 1.222
31 H -3.642 -1.310 -0.036



[2]
DFT (ωB97M-V with the def2-TZVPD basis set) results for a single F2H2NP molecule in a non-equilibrium geometry.

The value obtained for the HOMO energy is -11.27 eV. As for the SMILES: NP(F)F. The LUMO energy is 0.88 eV. As for the strongest force on any atom: 0.0909 Eh/bohr. The value obtained for the energy above the lowest of the compared OMol25 structures with the same formula, charge and spin is 8.9 kcal per mole.

Positions of all 6 atoms, in Å:
1 N -0.802 0.102 -0.158
2 P 0.796 0.038 -0.669
3 F 1.409 -1.305 0.438
4 F 1.286 1.115 0.411
5 H -1.500 -0.050 -0.775
6 H -1.190 0.100 0.754



[3]
DFT (ωB97M-V with the def2-TZVPD basis set) results for 2 unconnected molecules or ions with the total composition F2H2NPS in a non-equilibrium geometry.

The value obtained for the HOMO energy (spin up / spin down) is -9.46 / -9.45 eV. The LUMO energy (spin up / spin down) is -4.38 / -4.38 eV. As for the strongest force on any atom: 0.0703 Eh/bohr. The value obtained for the energy above the lowest of the compared OMol25 structures with the same formula, charge and spin is 141.4 kcal per mole.

Positions of all 7 atoms, in Å:
1 N -0.248 -0.245 0.142
2 F 1.004 -2.325 -2.792
3 F 2.755 -3.056 -1.378
4 P 1.967 -1.644 -1.724
5 S 3.089 -0.521 -2.905
6 H -0.224 0.463 -0.550
7 H 0.670 -0.321 0.674



[4]
DFT (ωB97M-V with the def2-TZVPD basis set) results for a single F2H2P2 molecule in a non-equilibrium geometry.

The value obtained for the HOMO energy is -9.40 eV. As for the SMILES: FP(F)#[PH2]. The LUMO energy is 0.73 eV. As for the strongest force on any atom: 0.0249 Eh/bohr. The value obtained for the energy above the lowest of the compared OMol25 structures with the same formula, charge and spin is 0.0 kcal per mole.

Positions of all 6 atoms, in Å:
1 F -1.625 -1.342 -0.097
2 P -0.865 -0.127 0.694
3 F -1.601 1.109 -0.041
4 P 0.929 -0.119 -0.597
5 H 1.777 -0.732 0.301
6 H 1.385 1.212 -0.260



[5]
DFT (ωB97M-V with the def2-TZVPD basis set) results for a molecular structure, F2H4NNaO6S2 in a non-equilibrium geometry.

The value obtained for the HOMO energy is -9.12 eV. The LUMO energy is -2.29 eV. As for the strongest force on any atom: 0.2260 Eh/bohr. The value obtained for the energy above the lowest of the compared OMol25 structures with the same formula, charge and spin is 91.6 kcal per mole.

Positions of all 16 atoms, in Å:
1 Na -0.176 1.848 -1.411
2 N -0.152 -1.072 0.956
3 S 0.700 -1.040 2.152
4 O 2.136 -1.252 1.975
5 O 0.072 -1.473 3.440
6 F 0.755 0.578 2.357
7 S -0.065 -2.786 0.812
8 O -0.956 -3.599 1.556
9 O 1.138 -3.390 0.229
10 F -0.957 -2.717 -0.494
11 O 0.601 5.192 0.121
12 H 0.117 5.971 -0.155
13 H 1.161 5.497 0.834
14 O -1.403 -0.244 -3.943
15 H -2.149 -0.838 -3.860
16 H -0.821 -0.676 -4.569



[6]
DFT (ωB97M-V with the def2-TZVPD basis set) results for a molecular structure, F2H4OSi2 in a non-equilibrium geometry.

The value obtained for the HOMO energy is -10.05 eV. The LUMO energy is 0.12 eV. As for the strongest force on any atom: 0.1360 Eh/bohr. The value obtained for the energy above the lowest of the compared OMol25 structures with the same formula, charge and spin is 68.9 kcal per mole.

Positions of all 9 atoms, in Å:
1 O -0.213 -0.782 -0.324
2 F 2.074 1.321 -0.317
3 F 2.740 -1.076 -0.028
4 Si -1.594 -0.093 -0.412
5 Si 1.744 0.063 0.492
6 H -1.775 0.588 -1.606
7 H -1.650 1.106 0.657
8 H -2.719 -1.273 -0.318
9 H 1.394 0.144 1.856



[7]
DFT (ωB97M-V with the def2-TZVPD basis set) results for a single F2HNOS molecule in a non-equilibrium geometry.

The value obtained for the HOMO energy is -11.53 eV. As for the SMILES: N=S(=O)(F)F. The LUMO energy is -0.19 eV. As for the strongest force on any atom: 0.1497 Eh/bohr. The value obtained for the energy above the lowest of the compared OMol25 structures with the same formula, charge and spin is 29.4 kcal per mole.

Positions of all 6 atoms, in Å:
1 N -1.108 -0.616 0.144
2 S 0.231 0.039 0.057
3 O 0.470 1.654 0.199
4 F 1.064 -0.519 -1.241
5 F 1.246 -0.531 1.165
6 H -1.903 -0.026 -0.324



[8]
DFT (ωB97M-V with the def2-TZVPD basis set) results for a molecular structure, F2HNS in a non-equilibrium geometry.

The value obtained for the HOMO energy is -10.64 eV. The LUMO energy is -0.66 eV. As for the strongest force on any atom: 0.0570 Eh/bohr. The value obtained for the energy above the lowest of the compared OMol25 structures with the same formula, charge and spin is 87.4 kcal per mole.

Positions of all 5 atoms, in Å:
1 N -1.543 0.559 -0.737
2 F -2.195 1.130 0.709
3 F -2.662 0.137 -1.423
4 S -0.643 -0.824 -0.179
5 H 0.443 -0.173 0.415



[9]
DFT (ωB97M-V with the def2-TZVPD basis set) results for 2 unconnected molecules or ions with the total composition F2HNS in a non-equilibrium geometry.

The value obtained for the HOMO energy (spin up / spin down) is -9.48 / -11.89 eV. The LUMO energy (spin up / spin down) is -2.82 / -1.69 eV. As for the strongest force on any atom: 0.0484 Eh/bohr. The value obtained for the energy above the lowest of the compared OMol25 structures with the same formula, charge and spin is 115.9 kcal per mole.

Positions of all 5 atoms, in Å:
1 N -0.207 -0.510 0.418
2 F 1.873 -0.338 -0.615
3 F -1.004 -1.532 0.139
4 S -0.904 0.858 -0.071
5 H 0.243 1.522 0.127



[10]
DFT (ωB97M-V with the def2-TZVPD basis set) results for 2 unconnected molecules or ions with the total composition F2HNS in a non-equilibrium geometry.

The value obtained for the HOMO energy (spin up / spin down) is -8.35 / -11.90 eV. The spin multiplicity is 3. The LUMO energy (spin up / spin down) is 0.38 / -3.55 eV. As for the strongest force on any atom: 0.0593 Eh/bohr. The value obtained for the energy above the lowest of the compared OMol25 structures with the same formula, charge and spin is 20.3 kcal per mole.

Positions of all 5 atoms, in Å:
1 N -0.531 -0.443 -0.496
2 F -0.007 -1.941 0.405
3 F -2.758 0.279 0.754
4 S -2.031 -0.291 -0.584
5 H 0.007 0.046 0.140



[11]
DFT (ωB97M-V with the def2-TZVPD basis set) results for 2 unconnected molecules or ions with the total composition F2N2O2 in a non-equilibrium geometry.

The value obtained for the HOMO energy (spin up / spin down) is -9.82 / -11.05 eV. The LUMO energy (spin up / spin down) is -0.84 / -0.85 eV. As for the strongest force on any atom: 0.0622 Eh/bohr. The value obtained for the energy above the lowest of the compared OMol25 structures with the same formula, charge and spin is 12.9 kcal per mole.

Positions of all 6 atoms, in Å:
1 N 0.540 -0.932 -0.348
2 N -0.888 0.867 -0.075
3 O 0.309 -1.386 -1.391
4 O 1.209 -1.038 0.591
5 F -1.156 0.592 1.231
6 F -0.015 1.897 -0.009



[12]
DFT (ωB97M-V with the def2-TZVPD basis set) results for a molecular structure, F2N2O2 in a non-equilibrium geometry.

The value obtained for the HOMO energy is -10.98 eV. The LUMO energy is -0.07 eV. As for the strongest force on any atom: 0.0566 Eh/bohr. The value obtained for the energy above the lowest of the compared OMol25 structures with the same formula, charge and spin is 1.5 kcal per mole.

Positions of all 6 atoms, in Å:
1 N 0.861 0.024 0.011
2 N -0.809 -0.332 -0.475
3 O 1.692 -0.581 -0.536
4 O 0.817 0.878 0.797
5 F -1.261 -0.930 0.600
6 F -1.299 0.941 -0.398



[13]
DFT (ωB97M-V with the def2-TZVPD basis set) results for 2 unconnected molecules or ions with the total composition F2NO in a non-equilibrium geometry.

The value obtained for the HOMO energy (spin up / spin down) is -4.74 / -4.74 eV. The total charge is -1. The LUMO energy (spin up / spin down) is 5.26 / 5.26 eV. As for the strongest force on any atom: 0.1578 Eh/bohr. The value obtained for the energy above the lowest of the compared OMol25 structures with the same formula, charge and spin is 21.8 kcal per mole.

Positions of all 4 atoms, in Å:
1 N 0.131 -0.115 0.519
2 O 1.312 -0.431 -0.114
3 F -0.847 -0.914 -0.201
4 F -0.596 1.460 -0.204



[14]
DFT (ωB97M-V with the def2-TZVPD basis set) results for a molecular structure, F2NO4RbS2 in a non-equilibrium geometry.

The value obtained for the HOMO energy (spin up / spin down) is -16.45 / -16.24 eV. The total charge is +1. The spin multiplicity is 2. The LUMO energy (spin up / spin down) is -5.50 / -9.22 eV. As for the strongest force on any atom: 0.2593 Eh/bohr.

Positions of all 10 atoms, in Å:
1 Rb -2.278 0.500 -3.648
2 N 1.176 -0.044 -0.134
3 S 0.760 -0.759 1.086
4 O 0.050 -1.999 0.934
5 O 0.732 -0.053 2.378
6 F 2.257 -1.431 1.173
7 S -0.425 0.617 -0.268
8 O -0.837 1.513 0.787
9 O -1.439 -0.094 -0.988
10 F 0.005 1.749 -1.320



[15]
DFT (ωB97M-V with the def2-TZVPD basis set) results for a single F2O2S molecule in a non-equilibrium geometry.

The value obtained for the HOMO energy is -12.42 eV. The LUMO energy is -1.55 eV. As for the strongest force on any atom: 0.0715 Eh/bohr. The value obtained for the energy above the lowest of the compared OMol25 structures with the same formula, charge and spin is 116.9 kcal per mole.

Positions of all 5 atoms, in Å:
1 O -0.634 1.281 0.470
2 O -0.260 -0.665 -0.938
3 F 0.579 -0.057 -1.886
4 F 0.753 -0.540 1.894
5 S -0.634 -0.101 0.683



[16]
DFT (ωB97M-V with the def2-TZVPD basis set) results for a molecular structure, F2OXe close to a stationary point.

The value obtained for the HOMO energy is -11.29 eV. The LUMO energy is -1.12 eV. As for the strongest force on any atom: 0.0002 Eh/bohr.

Positions of all 4 atoms, in Å:
1 Xe -0.287 -0.055 0.235
2 F -1.475 1.183 -0.697
3 F 0.681 -1.335 1.347
4 O 1.081 0.208 -0.885



[17]
DFT (ωB97M-V with the def2-TZVPD basis set) results for 2 unconnected molecules or ions with the total composition F3ISi.

The value obtained for the HOMO energy (spin up / spin down) is -11.04 / -8.81 eV. The LUMO energy (spin up / spin down) is -2.22 / -4.02 eV. As for the strongest force on any atom: 0.0141 Eh/bohr. The value obtained for the energy above the lowest of the compared OMol25 structures with the same formula, charge and spin is 95.3 kcal per mole.

Positions of all 5 atoms, in Å:
1 F -0.942 0.599 -1.169
2 F -0.957 -3.084 0.464
3 F -0.286 2.017 0.715
4 Si -0.053 0.564 0.130
5 I 2.239 -0.096 -0.140



[18]
DFT (ωB97M-V with the def2-TZVPD basis set) results for a molecular structure, F4H16N2Na3O16S4 in a non-equilibrium geometry.

The value obtained for the HOMO energy (spin up / spin down) is -15.86 / -15.86 eV. The total charge is +2. The spin multiplicity is 2. The LUMO energy (spin up / spin down) is -6.76 / -11.31 eV. As for the strongest force on any atom: 0.1939 Eh/bohr.

Positions of all 45 atoms, in Å:
1 Na 25.302 1.632 2.599
2 Na 23.717 4.639 -3.406
3 Na 20.805 -1.959 0.446
4 N 24.772 3.695 3.533
5 S 23.632 4.165 4.738
6 O 22.256 4.276 4.236
7 O 24.167 5.094 5.758
8 F 23.632 2.786 5.543
9 S 24.744 5.073 2.908
10 O 25.402 6.171 3.611
11 O 23.580 5.505 2.103
12 F 25.804 4.666 1.683
13 N 24.212 1.115 0.518
14 S 23.289 2.281 -0.363
15 O 21.897 1.989 -0.662
16 O 24.057 3.205 -1.192
17 F 23.182 3.075 0.984
18 S 24.031 0.011 -0.499
19 O 24.690 0.197 -1.814
20 O 22.855 -0.805 -0.444
21 F 25.122 -0.960 0.239
22 O 22.681 0.598 2.633
23 H 23.222 0.603 1.843
24 H 22.472 -0.325 2.775
25 O 26.667 2.065 0.653
26 H 27.219 2.112 -0.128
27 H 25.814 1.777 0.327
28 O 18.926 2.431 -0.826
29 H 19.447 2.688 -0.065
30 H 19.526 1.915 -1.364
31 O 20.969 4.369 -2.588
32 H 20.885 4.174 -1.654
33 H 20.112 4.713 -2.839
34 O 20.899 4.845 0.240
35 H 21.401 4.416 0.933
36 H 21.303 5.708 0.151
37 O 24.694 -3.831 -0.667
38 H 23.749 -3.732 -0.549
39 H 24.973 -3.011 -1.073
40 O 23.570 1.985 -3.670
41 H 24.334 1.444 -3.468
42 H 23.204 1.596 -4.463
43 O 23.175 -1.869 -3.207
44 H 24.053 -1.498 -3.300
45 H 23.022 -2.329 -4.032



[19]
DFT (ωB97M-V with the def2-TZVPD basis set) results for a molecular structure, F4KN2O8S4 in a non-equilibrium geometry.

The value obtained for the HOMO energy is -7.21 eV. The total charge is -1. The LUMO energy is 1.54 eV. As for the strongest force on any atom: 0.0708 Eh/bohr. The value obtained for the energy above the lowest of the compared OMol25 structures with the same formula, charge and spin is 23.1 kcal per mole.

Positions of all 19 atoms, in Å:
1 K -1.830 0.681 0.824
2 N -0.086 -1.105 1.833
3 S 0.507 -1.870 3.117
4 O 1.885 -2.219 2.988
5 O -0.356 -2.824 3.710
6 F 0.522 -0.644 4.122
7 S 0.094 -2.365 0.693
8 O -0.561 -3.602 0.943
9 O 1.273 -2.409 -0.042
10 F -1.011 -1.666 -0.260
11 N -0.012 1.629 -1.055
12 S -0.740 3.001 -1.699
13 O -1.562 2.826 -2.848
14 O 0.036 4.165 -1.574
15 F -1.898 3.124 -0.571
16 S 0.689 1.047 -2.358
17 O 1.468 1.986 -3.085
18 O -0.145 0.142 -3.074
19 F 1.727 0.103 -1.664



[20]
DFT (ωB97M-V with the def2-TZVPD basis set) results for a molecular structure, F5Sr3 in a non-equilibrium geometry.

The value obtained for the HOMO energy is -12.15 eV. The total charge is +1. The LUMO energy is -5.08 eV. As for the strongest force on any atom: 0.0753 Eh/bohr. The value obtained for the energy above the lowest of the compared OMol25 structures with the same formula, charge and spin is 0.0 kcal per mole.

Positions of all 8 atoms, in Å:
1 Sr -15.222 -7.998 8.761
2 Sr -12.678 -5.348 6.148
3 Sr -16.400 -7.221 5.014
4 F -16.360 -4.827 4.873
5 F -15.638 -9.103 6.454
6 F -13.855 -6.368 4.230
7 F -15.134 -5.932 9.783
8 F -14.955 -6.364 6.885